(1)
Entry from the OMol25 dataset: C6H12O in the gas phase (ωB97M-V/def2-TZVPD).

CARTESIAN COORDINATES (ANGSTROEM)
C  1.51  -1.72  2.01
C  0.83  -1.84  0.65
C  0.21  -0.54  0.36
C  -0.42  1.31  -1.29
C  -1.21  2.47  -1.74
C  -1.10  -0.31  0.37
O  -1.50  0.88  -0.11
H  1.93  -2.67  2.34
H  2.30  -0.97  1.96
H  0.77  -1.37  2.74
H  1.55  -2.13  -0.13
H  0.05  -2.61  0.65
H  0.84  0.35  0.43
H  -0.31  0.48  -2.02
H  0.63  1.59  -1.02
H  -0.77  2.99  -2.58
H  -1.29  3.13  -0.87
H  -2.20  2.09  -1.99
H  -1.83  -1.08  0.68

Values from the calculation:
Frontier orbital gap (eV): 9.1362
SMILES string: CC/C=C/OCC

***

(2)
Entry from the OMol25 dataset: a molecular structure, C14H18B2CaF4N9O4S (ωB97M-V/def2-TZVPD).

CARTESIAN COORDINATES (ANGSTROEM)
Ca  -0.20  -0.34  -0.55
C  -0.35  -3.35  2.76
C  -0.25  -2.13  1.91
N  -0.62  -2.07  0.68
O  -1.25  -3.03  0.02
B  -1.41  -2.69  -1.43
F  -0.17  -1.97  -1.80
F  -1.55  -3.80  -2.16
O  -2.53  -1.75  -1.67
N  -2.18  -0.49  -1.41
C  -2.90  0.53  -1.67
C  -4.23  0.50  -2.35
C  -2.29  1.80  -1.20
N  -1.14  1.62  -0.68
O  -0.44  2.60  -0.08
B  0.83  2.07  0.43
F  1.32  1.09  -0.57
F  1.76  3.02  0.58
O  0.69  1.31  1.72
N  0.26  0.07  1.52
C  0.31  -0.87  2.40
C  0.84  -0.73  3.78
C  -2.97  3.12  -1.32
H  -0.81  -4.15  2.20
H  -0.94  -3.15  3.65
H  0.64  -3.66  3.08
H  -4.48  -0.53  -2.61
H  -4.20  1.10  -3.26
H  -5.01  0.90  -1.71
H  1.20  0.28  3.94
H  1.64  -1.44  3.97
H  0.04  -0.94  4.49
H  -4.00  3.02  -1.65
H  -2.42  3.73  -2.04
H  -2.93  3.64  -0.37
C  4.48  0.99  0.04
N  4.45  0.09  -1.08
C  5.17  0.24  -2.23
C  4.86  -0.79  -3.05
N  3.94  -1.56  -2.39
C  3.69  -1.02  -1.18
S  2.71  -1.70  0.02
H  5.48  1.42  0.14
H  4.23  0.44  0.95
H  3.76  1.80  -0.07
H  5.86  1.05  -2.37
H  5.22  -1.04  -4.03
H  3.53  -2.42  -2.74
N  -2.16  0.01  1.61
C  -2.84  0.90  1.95
N  -3.59  1.79  2.42
C  -4.22  2.77  1.91
N  -4.81  3.67  1.48

Values from the calculation:
Frontier orbital gap (spin up / spin down) (eV): 4.0247 / 4.9581
Net charge: +1

***

(3)
Entry from the OMol25 dataset: C3H5ClS in the gas phase (ωB97M-V/def2-TZVPD).

CARTESIAN COORDINATES (ANGSTROEM)
C  0.29  -1.03  -1.26
C  -0.87  0.89  0.47
C  0.09  0.82  1.41
H  0.24  -1.72  -0.41
H  1.30  -0.58  -1.31
H  0.10  -1.57  -2.27
H  -1.73  1.41  0.85
H  -0.07  1.39  2.34
S  -1.01  0.30  -1.11
Cl  1.67  0.08  1.30

Values from the calculation:
Frontier orbital gap (eV): 9.1878
SMILES string: CS/C=C\Cl

***

Record order is preserved below.
Energy above the lowest of the compared OMol25 structures with the same formula, charge and spin: 62.1; 34.6; 4.5 kcal/mol
Record order is preserved below.
E: -310.96035; -2862.93726; -975.64958 Eh